{
  "formula": "C18H18ClIrN4O4",
  "method": "wB97M-V/def2-TZVPD",
  "elements": ["Ir", "Cl", "O", "O", "O", "O", "N", "N", "N", "N", "C", "C", "C", "C", "C", "C", "C", "C", "C", "C", "C", "C", "C", "C", "C", "C", "C", "C", "H", "H", "H", "H", "H", "H", "H", "H", "H", "H", "H", "H", "H", "H", "H", "H", "H", "H"],
  "coordinates": [[-0.29710, 0.14665, -0.14460], [-2.90240, -0.42443, -0.41164], [-2.39778, -0.73698, 0.93294], [-2.18837, -1.25930, -1.34108], [-4.28419, -0.38887, -0.55245], [-2.18946, 0.94545, -0.66308], [1.66899, 0.03558, 0.50775], [0.60362, -1.02479, -1.64798], [0.40425, 1.77011, -1.01584], [-0.45247, 1.03334, 1.68142], [2.45868, 1.25069, 0.08278], [0.63972, 0.96621, 2.48612], [2.26035, 3.19463, -1.47380], [2.67684, -1.96233, -2.40471], [1.90027, -1.36291, -1.44647], [1.63778, -0.03323, 2.00547], [-1.53451, 2.38144, 3.32176], [-0.40108, 2.35246, 4.12025], [2.10959, -2.28142, -3.63480], [1.69144, 2.10665, -0.84855], [0.04320, -1.35579, -2.84456], [0.77327, -1.97910, -3.83580], [1.48936, 3.97529, -2.31678], [-1.54105, 1.72443, 2.11029], [2.31653, -1.20111, -0.03797], [0.15936, 3.61859, -2.50677], [-0.36168, 2.52636, -1.86242], [0.70466, 1.62404, 3.68598], [3.38352, 0.92091, -0.38854], [-2.40408, 1.75660, 1.47167], [-0.98502, -1.10340, -3.01635], [-0.37881, 2.86700, 5.07162], [3.30470, 3.42096, -1.29718], [1.91397, 4.83659, -2.81586], [2.63397, 0.13909, 2.41393], [2.69516, -2.76913, -4.40279], [2.74204, 1.81426, 0.97239], [0.27623, -2.21722, -4.76682], [-0.48936, 4.18329, -3.16272], [3.70486, -2.21671, -2.18055], [1.97592, -2.05410, 0.55201], [-2.42331, 2.91808, 3.62520], [1.59389, 1.54077, 4.29731], [-1.39216, 2.25625, -2.01077], [1.33494, -1.04023, 2.29759], [3.39842, -1.13951, 0.07530]],
  "gap_ev": [8.03, 5.85],
  "spin_multiplicity": 2,
  "total_energy_ev": -48432.6206,
  "fmax_ev_per_a": 2.0,
  "relative_energy_kcal_mol": 0.0,
  "s2": 0.753,
  "total_charge": 3
}

---

{
  "formula": "C18H18ClLuO5",
  "method": "wB97M-V/def2-TZVPD",
  "elements": ["Lu", "Cl", "O", "O", "O", "O", "O", "C", "C", "C", "C", "C", "C", "C", "C", "C", "C", "C", "C", "C", "C", "C", "C", "C", "C", "H", "H", "H", "H", "H", "H", "H", "H", "H", "H", "H", "H", "H", "H", "H", "H", "H", "H"],
  "coordinates": [[-0.06580, -0.75994, 0.78046], [-0.18430, -0.43458, 4.15873], [-0.59891, -0.79524, -1.26660], [1.17672, 0.91611, 0.72287], [1.10855, -1.12432, 3.67599], [-0.71096, 0.30508, 2.89748], [-1.19484, -1.46604, 4.43649], [-0.70478, -2.90268, 1.89366], [1.41658, -2.77787, 0.94811], [-0.92513, 2.25312, 0.85709], [0.02270, 1.83428, -6.12693], [1.12675, -0.17955, -6.87510], [-0.46295, -0.91417, -3.61362], [-0.29507, 1.22305, -4.92606], [0.61381, 2.15011, 1.07131], [-1.25875, -0.45082, -2.46053], [-0.79846, -3.25772, 0.51476], [0.01333, -0.16633, -4.68500], [0.76046, -0.85116, -5.70818], [0.73358, 1.14712, -7.10946], [0.65691, -2.70232, 2.17258], [0.06302, 3.86249, -0.48045], [-1.19649, 3.23461, -0.06750], [0.50390, -3.19518, -0.06353], [1.11606, 3.29380, 0.19598], [1.05256, -2.55388, 3.16856], [-1.67983, -3.62893, 0.03682], [-1.49670, 0.63971, -2.52350], [0.97800, -1.91677, -5.56782], [-1.63827, 1.61678, 1.38910], [-0.22614, -1.97564, -3.59154], [0.11051, 4.63263, -1.24239], [0.98672, 1.63696, -8.04637], [1.71045, -0.71976, -7.62448], [-2.17870, -1.08127, -2.51112], [0.75801, 2.49173, 2.11505], [-0.82694, 1.75478, -4.15463], [2.18174, 3.46223, 0.05832], [0.77298, -3.46104, -1.07913], [-1.47182, -2.86478, 2.63228], [-2.18767, 3.45336, -0.49776], [2.49090, -2.70907, 0.86432], [-0.29901, 2.85519, -6.29505]],
  "gap_ev": 3.29,
  "total_energy_ev": -75328.9296,
  "fmax_ev_per_a": 5.9,
  "relative_energy_kcal_mol": 39.4,
  "total_charge": 0
}

---

{
  "formula": "C18H18F2N2O4S",
  "method": "wB97M-V/def2-TZVPD",
  "elements": ["S", "F", "F", "O", "O", "O", "O", "N", "N", "C", "C", "C", "C", "C", "C", "C", "C", "C", "C", "C", "C", "C", "C", "C", "C", "C", "C", "H", "H", "H", "H", "H", "H", "H", "H", "H", "H", "H", "H", "H", "H", "H", "H", "H", "H"],
  "coordinates": [[3.16011, 1.50005, 0.09543], [-2.48280, 2.93990, -0.82156], [-1.49743, 2.85680, 1.71724], [-4.29006, 0.68672, -0.54542], [3.85500, 1.82905, -1.11156], [3.53778, 2.12216, 1.32693], [-3.64081, 0.23428, 1.61834], [3.31310, -0.12986, 0.30973], [1.31916, -2.14611, 0.29362], [-2.83986, -0.45305, 0.75127], [0.92068, 1.92234, -1.47205], [-4.53007, 0.98298, 0.81449], [-0.40356, 2.26123, -1.69360], [-2.58224, -0.73839, -1.63098], [3.14486, -0.99301, -0.83182], [1.40462, -1.22024, 1.40923], [2.84097, -0.71087, 1.54125], [-1.53130, -1.60938, -1.34940], [-0.70456, 2.54543, 0.68301], [1.41577, 1.89574, -0.18216], [0.02924, -2.82222, 0.20807], [-1.80843, -1.31379, 1.02974], [-3.22871, -0.17140, -0.56094], [0.61897, 2.20688, 0.90273], [-1.14414, -1.90607, -0.05107], [-1.21085, 2.57641, -0.61384], [1.70606, -1.49975, -0.94770], [2.92326, 0.05397, 2.31280], [3.81976, -1.84600, -0.70908], [1.65073, -2.23886, -1.75001], [-0.81963, 2.30088, -2.68738], [1.03280, 2.21467, 1.89827], [1.58689, 1.70430, -2.29109], [-4.37149, 2.05829, 0.99218], [0.71883, -0.36478, 1.28413], [-5.56748, 0.71955, 1.07013], [-2.88644, -0.52650, -2.64198], [-1.53864, -1.53761, 2.04856], [3.50039, -1.54810, 1.79097], [3.43969, -0.42488, -1.71351], [-1.01842, -2.08152, -2.17363], [-0.11617, -3.35369, 1.15174], [0.10855, -3.56058, -0.59369], [1.03564, -0.65925, -1.19813], [1.13020, -1.75576, 2.32068]],
  "gap_ev": 8.75,
  "total_energy_ev": -46397.3237,
  "smiles": "O=S(=O)(c1ccc(F)c(F)c1)N1CCN(Cc2ccc3c(c2)OCO3)CC1",
  "fmax_ev_per_a": 1.3,
  "total_charge": 0
}

---

{
  "formula": "C18H18F2N4O3",
  "method": "wB97M-V/def2-TZVPD",
  "elements": ["F", "F", "O", "O", "O", "N", "N", "N", "N", "C", "C", "C", "C", "C", "C", "C", "C", "C", "C", "C", "C", "C", "C", "C", "C", "C", "C", "H", "H", "H", "H", "H", "H", "H", "H", "H", "H", "H", "H", "H", "H", "H", "H", "H", "H"],
  "coordinates": [[4.42396, 2.28796, 0.49422], [4.66097, -2.37906, -0.27740], [3.12190, 0.11522, -0.16260], [0.07133, -1.33196, -1.34011], [-2.04626, 2.48239, -0.19317], [-4.91278, 0.33732, 0.58772], [-3.21464, 1.02207, -1.47924], [-5.49102, -0.67918, -0.06300], [-1.12119, -0.71156, -1.43279], [6.47830, 1.17415, 0.72514], [6.57478, -1.18122, 0.33124], [-5.02570, 1.66861, 0.06380], [-0.98798, 0.48024, -0.90035], [4.44481, -0.02780, 0.08953], [-4.48001, 1.71205, -1.37742], [-4.16678, -0.09343, 1.63343], [7.20776, -0.00241, 0.67001], [0.33620, 0.66549, -0.42718], [5.13091, 1.14594, 0.43953], [-5.13580, -1.78124, 0.57274], [0.95029, -0.51296, -0.73814], [-2.12135, 1.43602, -0.80920], [-3.41426, 0.81711, 2.53456], [2.34221, -1.00205, -0.52789], [-4.29765, -1.46531, 1.65686], [-5.59906, -3.12402, 0.13260], [5.21929, -1.18659, 0.04771], [2.34757, -1.76577, 0.26335], [-6.13583, -3.62354, 0.93805], [-6.07420, 1.98086, 0.05861], [0.74710, 1.52893, 0.04838], [-2.72780, 1.45141, 1.97399], [8.26236, 0.00228, 0.89028], [7.11021, -2.11548, 0.27884], [-3.20803, 0.07519, -1.82801], [-6.25811, -3.01774, -0.72440], [-5.18158, 1.22434, -2.05243], [-4.74820, -3.74530, -0.14467], [-4.34184, 2.75630, -1.66994], [-3.85468, -2.14665, 2.35456], [-2.84132, 0.22767, 3.24532], [-4.44642, 2.34223, 0.69485], [2.70740, -1.46517, -1.45448], [-4.09620, 1.46153, 3.09053], [6.93762, 2.11358, 0.98598]],
  "gap_ev": 9.50,
  "total_energy_ev": -36494.5641,
  "smiles": "Cc1cc(C)n(CCNC(=O)c2cc(COc3c(F)cccc3F)on2)n1",
  "fmax_ev_per_a": 1.2,
  "relative_energy_kcal_mol": 0.0,
  "total_charge": 0
}

---

{
  "formula": "C18H18F3N5OS",
  "method": "wB97M-V/def2-TZVPD",
  "elements": ["S", "F", "F", "F", "O", "N", "N", "N", "N", "N", "C", "C", "C", "C", "C", "C", "C", "C", "C", "C", "C", "C", "C", "C", "C", "C", "C", "C", "H", "H", "H", "H", "H", "H", "H", "H", "H", "H", "H", "H", "H", "H", "H", "H", "H", "H"],
  "coordinates": [[-2.89119, 1.58349, -3.90088], [-3.92386, -0.76715, -3.07347], [-4.13707, 0.93955, -1.66601], [-5.29823, 1.09418, -3.32778], [3.10111, 0.56585, 0.59069], [-0.78272, -1.73783, 1.57870], [-1.36784, -2.68550, 0.77885], [-0.58610, -3.94947, -1.21215], [1.16267, 0.57972, 1.77818], [1.79707, 1.94673, -0.18155], [-0.43678, -3.00757, -0.10259], [-0.95894, 0.67387, -2.16619], [1.99637, -2.84366, -0.39038], [-1.00439, 1.22728, 2.92143], [-4.15575, 0.61402, -2.98208], [-0.72157, 3.00987, -2.63610], [1.85970, -3.67019, -1.57528], [0.32095, 3.08611, -1.78973], [0.48133, -1.65384, 1.34814], [2.02023, 1.12804, 0.85807], [0.38805, 1.60177, 2.51873], [0.74592, 1.95042, -1.06478], [0.80330, -2.42975, 0.23443], [1.19470, 1.70658, 3.81364], [1.38001, -0.79513, 2.29655], [-1.47940, 1.79110, -2.82759], [0.21174, 0.74051, -1.38255], [0.57070, -4.17723, -1.96634], [0.47328, -4.84891, -2.82460], [-1.56312, 1.02505, 2.00693], [2.23300, 1.68551, 3.69975], [3.01910, -2.44111, -0.05272], [0.24526, -0.21730, -0.92742], [0.38354, 2.59651, 2.11079], [-1.49858, -0.25541, -2.24272], [-1.54528, -4.11733, -1.61942], [0.81172, 4.02948, -1.67874], [-1.02638, 3.76268, -3.38467], [0.97064, 0.85811, 4.51277], [2.40946, -1.19699, 2.28150], [2.71015, 2.35337, -0.44035], [-1.52881, 2.02712, 3.47574], [0.93399, 2.71752, 4.23725], [-0.98196, 0.31851, 3.32756], [0.98187, -1.07114, 3.26832], [2.68210, -3.74742, -2.22191]],
  "gap_ev": 7.53,
  "total_energy_ev": -47439.5853,
  "smiles": "CC(C)N(Cc1nnc2[nH]cccc1-2)C(=O)Nc1ccc(SC(F)(F)F)cc1",
  "fmax_ev_per_a": 6.2,
  "relative_energy_kcal_mol": 15.5,
  "total_charge": 0
}